No. 1
One molecule with the formula C3H5NO2, computed with ωB97M-V/def2-TZVPD.

Last column: Mulliken charge in e.
Positions of all 11 atoms, in Å:
1 O 2.03 -0.65 -1.01  -0.534
2 C 1.65 -0.29 0.24  -0.335
3 C 0.37 -0.21 0.61  -0.106
4 N -0.62 -0.60 -0.32  -0.592
5 C -1.67 0.10 -0.42  0.172
6 O -1.94 1.25 0.23  -0.480
7 H 2.49 -0.06 0.89  0.349
8 H 0.10 0.02 1.64  0.444
9 H -1.14 1.54 0.69  0.346
10 H 1.21 -0.91 -1.47  0.369
11 H -2.48 -0.18 -1.09  0.366

* gap between HOMO and LUMO: 9.307 eV
* HOMO level: -8.5223 eV
* LUMO: 0.0288 Eh
* SMILES string: O/C=C\N=C/O
* DFT total energy: -8776.10989 eV
* spin multiplicity: 1

No. 2
C17H21AuN4O4S2Se as an isolated structure, computed with ωB97M-V/def2-TZVPD.

Last column: Mulliken charge in e.
Positions of all 50 atoms, in Å:
1 Au -0.15 -3.49 -1.42  0.512
2 C 1.28 -2.84 2.49  -1.862
3 C 1.19 -2.41 1.07  0.329
4 N 0.22 -1.81 0.51  0.058
5 N -0.98 -1.68 1.19  -0.194
6 C -1.96 -1.10 0.49  0.576
7 N -3.21 -1.42 0.82  -0.386
8 S -1.77 -0.01 -0.85  -0.346
9 C 2.28 -2.77 0.10  1.117
10 C 3.60 -2.83 0.52  -0.562
11 C 4.59 -3.19 -0.39  -0.371
12 C 4.23 -3.47 -1.69  -0.649
13 C 2.89 -3.42 -2.03  -0.161
14 N 1.93 -3.09 -1.16  -0.348
15 H 0.38 -2.58 3.04  0.416
16 H 2.13 -2.35 2.98  0.481
17 H 1.42 -3.92 2.55  0.383
18 H -1.35 -2.60 1.64  0.542
19 H -3.29 -2.38 1.19  0.292
20 H -3.95 -1.09 0.23  0.222
21 H 3.85 -2.59 1.54  0.324
22 H 5.62 -3.25 -0.08  0.437
23 H 4.96 -3.76 -2.43  0.399
24 H 2.55 -3.66 -3.03  0.426
25 C -1.69 6.81 -0.34  -1.431
26 C -1.23 5.38 -0.40  0.575
27 C -0.76 4.72 0.73  -0.925
28 C -0.35 3.39 0.69  0.806
29 C 0.14 2.77 1.97  -1.508
30 C -0.41 2.71 -0.53  0.127
31 Se 0.23 0.89 -0.58  0.068
32 C -0.87 3.35 -1.69  0.912
33 C -0.90 2.71 -3.06  -1.582
34 C -1.28 4.67 -1.60  -0.621
35 H -1.64 7.20 0.68  0.347
36 H -2.71 6.91 -0.70  0.344
37 H -1.06 7.44 -0.97  0.325
38 H -0.72 5.26 1.67  0.294
39 H -0.19 3.35 2.83  0.387
40 H 1.24 2.74 2.00  0.317
41 H -0.21 1.74 2.08  0.316
42 H -0.85 1.62 -3.04  0.313
43 H -0.04 3.05 -3.64  0.318
44 H -1.80 3.00 -3.59  0.387
45 H -1.64 5.17 -2.49  0.422
46 O -2.14 -3.96 -0.79  -0.806
47 S -1.94 -4.70 0.56  1.247
48 O -2.71 -5.91 0.58  -0.661
49 O -2.42 -3.72 1.62  -0.972
50 O -0.49 -4.88 0.74  -0.636

* gap between HOMO and LUMO: 7.349 eV
* HOMO level: -7.9947 eV
* LUMO: -0.0237 Eh
* DFT total energy: -122828.57587 eV
* spin multiplicity: 1

No. 3
A 2-piece molecular cluster, C5H14NO overall at a distorted geometry, computed with ωB97M-V/def2-TZVPD.

Last column: Mulliken charge in e.
Positions of all 21 atoms, in Å:
1 C -0.55 -0.39 -1.50  -0.628
2 C 0.96 -0.34 -1.39  -0.724
3 C 1.46 -1.35 -0.35  -0.330
4 C 1.97 0.43 1.36  -0.669
5 C 1.76 -0.84 1.03  -0.402
6 N -1.10 -0.03 -0.07  -0.190
7 H -1.03 0.36 -2.11  0.370
8 H -1.02 -1.36 -1.64  0.389
9 H 1.28 0.67 -1.17  0.404
10 H 1.30 -0.66 -2.38  0.298
11 H 0.71 -2.15 -0.33  0.354
12 H 2.34 -1.93 -0.65  0.388
13 H 1.84 1.24 0.65  0.258
14 H 2.25 0.64 2.38  0.268
15 H 1.57 -1.55 1.82  0.321
16 H -1.55 -0.82 0.39  0.375
17 H -1.76 0.75 -0.13  0.372
18 H -0.35 0.20 0.59  0.179
19 H -3.35 2.30 1.65  0.305
20 H -3.93 1.86 0.30  0.318
21 O -3.10 1.89 0.80  -0.656

* gap between HOMO and LUMO: 10.461 eV
* HOMO level: -13.5504 eV
* LUMO: -0.1135 Eh
* DFT total energy: -8942.62399 eV
* spin multiplicity: 1
* net charge: +1

No. 4
A 10-piece molecular cluster, C42H50N10 overall at a distorted geometry, computed with ωB97M-V/def2-TZVPD.

Last column: Mulliken charge in e.
Positions of all 102 atoms, in Å:
1 N 0.91 -4.77 2.23  0.223
2 C 1.03 -6.18 2.55  -0.511
3 C -0.18 -6.72 2.49  -0.478
4 C -1.09 -5.80 2.08  -0.786
5 C -0.45 -4.60 2.13  -0.499
6 H 1.58 -4.03 2.30  0.172
7 H 1.92 -6.72 2.82  0.328
8 H -0.36 -7.73 2.81  0.395
9 H -2.14 -6.03 2.00  0.419
10 H -0.80 -3.57 2.12  0.651
11 N -4.92 -1.85 3.13  -0.009
12 C -3.89 -1.54 2.31  -0.899
13 C -3.90 -2.31 1.22  0.465
14 C -4.88 -3.24 1.39  -0.989
15 C -5.36 -3.08 2.68  -0.597
16 H -5.11 -1.44 4.03  0.212
17 H -3.25 -0.71 2.58  0.450
18 H -3.23 -2.24 0.37  0.558
19 H -5.20 -4.05 0.75  0.409
20 H -6.06 -3.69 3.23  0.412
21 N -0.44 1.47 -4.97  0.109
22 C 0.63 2.30 -4.88  -0.752
23 C 0.16 3.45 -4.28  -0.269
24 C -1.14 3.28 -3.82  -0.715
25 C -1.49 2.05 -4.29  -0.374
26 H -0.38 0.50 -5.27  0.256
27 H 1.59 1.94 -5.19  0.388
28 H 0.72 4.35 -4.09  0.574
29 H -1.71 3.93 -3.18  0.448
30 H -2.44 1.55 -4.15  0.415
31 N 3.99 -4.55 4.21  0.012
32 C 4.17 -4.57 2.84  -0.985
33 C 3.54 -3.48 2.38  -0.060
34 C 2.89 -2.71 3.45  -0.141
35 C 3.17 -3.50 4.58  -0.950
36 H 4.11 -5.39 4.78  0.258
37 H 4.83 -5.38 2.56  0.425
38 H 3.53 -3.12 1.36  0.439
39 H 2.26 -1.86 3.24  0.691
40 H 2.75 -3.59 5.57  0.391
41 N 4.22 3.48 -3.12  0.119
42 C 5.37 3.94 -3.63  -0.300
43 C 5.38 5.32 -3.73  -0.353
44 C 4.14 5.75 -3.28  -0.478
45 C 3.47 4.60 -2.88  -0.215
46 H 4.13 2.51 -2.85  0.273
47 H 6.25 3.41 -3.94  0.418
48 H 6.23 5.97 -3.92  0.414
49 H 3.70 6.72 -3.13  0.425
50 H 2.56 4.53 -2.29  0.637
51 N -2.70 -2.63 -2.86  0.108
52 C -1.47 -3.00 -2.42  -0.733
53 C -0.67 -2.77 -3.45  -0.968
54 C -1.33 -2.26 -4.49  -0.304
55 C -2.64 -2.37 -4.20  -0.676
56 H -3.58 -2.96 -2.49  0.278
57 H -1.40 -3.46 -1.44  0.778
58 H 0.41 -2.77 -3.48  0.366
59 H -1.04 -1.91 -5.47  0.694
60 H -3.51 -2.19 -4.82  0.447
61 N -6.49 -0.27 -1.73  -0.003
62 C -5.26 -0.02 -2.18  -0.632
63 C -5.39 0.08 -3.58  0.194
64 C -6.77 -0.08 -3.89  -0.936
65 C -7.40 -0.26 -2.74  -0.495
66 H -6.72 -0.64 -0.82  0.252
67 H -4.42 0.05 -1.50  0.437
68 H -4.66 0.31 -4.34  0.406
69 H -7.17 0.09 -4.88  0.394
70 H -8.45 -0.41 -2.55  0.386
71 N -0.31 6.32 0.96  0.041
72 C 0.11 6.68 2.18  -0.614
73 C 0.73 5.56 2.71  -0.745
74 C 0.86 4.62 1.70  0.176
75 C 0.21 5.07 0.66  -0.978
76 H -0.67 6.97 0.26  0.218
77 H 0.08 7.72 2.49  0.371
78 H 1.09 5.44 3.73  0.436
79 H 1.27 3.64 1.90  0.441
80 H -0.02 4.60 -0.28  0.643
81 N 1.39 -0.89 0.67  0.008
82 C 0.14 -1.11 0.23  -0.507
83 C -0.54 -0.16 -0.50  -0.393
84 C -0.02 1.11 -0.75  -0.253
85 C 1.26 1.35 -0.33  -0.517
86 C 1.98 0.28 0.29  -0.769
87 H -0.25 -2.07 0.54  0.393
88 H -1.56 -0.34 -0.81  0.437
89 H -0.64 1.83 -1.27  0.589
90 H 1.77 2.26 -0.61  0.516
91 H 3.00 0.44 0.62  0.417
92 N 2.73 2.82 3.86  -0.329
93 C 2.93 2.27 5.09  -0.277
94 C 3.63 1.07 5.39  -0.667
95 C 4.20 0.31 4.33  -0.258
96 C 4.03 0.89 3.07  -0.213
97 C 3.42 2.14 2.90  -0.434
98 H 2.65 2.94 5.89  0.384
99 H 3.66 0.67 6.39  0.379
100 H 4.75 -0.62 4.40  0.482
101 H 4.51 0.34 2.28  0.414
102 H 3.52 2.75 2.02  0.591

* gap between HOMO and LUMO (spin up / spin down): 5.935 / 1.625 eV
* HOMO level (spin up / spin down): -9.1173 / -9.1173 eV
* LUMO (spin up / spin down): -0.1170 / -0.2753 Eh
* DFT total energy: -59251.74815 eV
* spin multiplicity: 2
* net charge: +1

No. 5
One molecule with the formula C13H16N4OS at a distorted geometry, computed with ωB97M-V/def2-TZVPD.

Last column: Mulliken charge in e.
Positions of all 35 atoms, in Å:
1 N -2.44 -1.82 0.90  -0.569
2 S 0.09 2.61 0.11  -0.475
3 C -1.74 -0.89 0.58  0.012
4 N 2.84 -2.11 -3.51  -0.912
5 O 1.93 -3.25 -1.96  -0.381
6 C -0.92 1.54 0.75  0.401
7 C 2.86 -3.29 -2.99  0.760
8 C -0.80 0.13 0.18  0.712
9 C 0.30 -0.22 -0.50  -0.381
10 C 0.73 -1.66 -0.81  -0.991
11 C 1.58 -1.96 -1.81  0.272
12 N 2.06 -1.23 -2.89  0.814
13 N -1.84 2.04 1.71  0.137
14 C 3.68 -4.36 -3.49  -1.110
15 C 2.09 0.14 -3.33  -0.854
16 C -2.69 1.17 2.52  -0.734
17 C -1.73 3.36 2.43  -0.668
18 C -3.18 1.95 3.78  -0.692
19 C -2.15 3.06 3.91  -0.612
20 H 1.12 0.42 -0.80  0.340
21 H 0.28 -2.36 -0.09  0.389
22 H 3.02 -5.15 -3.75  0.316
23 H 4.21 -4.86 -2.62  0.260
24 H 4.22 -4.15 -4.43  0.298
25 H 1.13 0.52 -3.49  0.323
26 H 2.67 0.31 -4.27  0.287
27 H 2.64 0.65 -2.55  0.399
28 H -3.56 0.64 2.02  0.306
29 H -2.02 0.34 2.92  0.385
30 H -0.73 3.94 2.34  0.328
31 H -2.43 4.03 2.05  0.312
32 H -4.13 2.43 3.48  0.266
33 H -3.34 1.35 4.63  0.400
34 H -2.45 3.97 4.47  0.353
35 H -1.33 2.72 4.53  0.308

* gap between HOMO and LUMO: 7.418 eV
* HOMO level: -7.5189 eV
* LUMO: -0.0037 Eh
* SMILES string: CC1=NN(C)/C(=C\C=C(/C#N)C(=S)N2CCCC2)O1
* DFT total energy: -32579.33830 eV
* spin multiplicity: 1

No. 6
One molecule with the formula C3H7N5 at a distorted geometry, computed with ωB97M-V/def2-TZVPD.

Last column: Mulliken charge in e.
Positions of all 15 atoms, in Å:
1 C -0.62 -0.89 1.80  0.075
2 C -0.26 0.00 -0.59  -0.077
3 C 2.43 1.31 -1.81  -0.272
4 H -2.89 -1.25 0.40  0.242
5 H -2.80 0.15 1.07  0.288
6 H -1.45 -1.50 2.32  0.288
7 H 1.20 -0.53 1.35  0.424
8 H -0.73 0.01 -1.59  0.423
9 H 2.69 1.78 -2.72  0.296
10 H 3.16 1.24 -0.92  0.269
11 N -2.39 -0.30 0.26  -0.954
12 N -1.09 -0.32 0.58  0.391
13 N 0.62 -1.00 2.09  -0.663
14 N 0.94 0.47 -0.45  -0.233
15 N 1.18 0.83 -1.79  -0.497

* gap between HOMO and LUMO: 9.493 eV
* HOMO level: -8.8673 eV
* LUMO: 0.0230 Eh
* SMILES string: [H]/N=C\N(N)/C=N/N=C
* DFT total energy: -10670.87128 eV
* spin multiplicity: 1